(1)
Here is a molecular structure, C39H54GeIrN4O4 from OMol25. Energies are from ωB97M-V/def2-TZVPD.

As for the LUMO energy (alpha / beta): -1.17 / -1.14 eV. The gap between HOMO and LUMO (alpha / beta) comes out at 0.2056 / 0.2272 hartree. The calculation puts the HOMO energy (alpha / beta) at -6.76 / -7.33 eV. The spin multiplicity is 2. The expectation value of S² is 0.755.

Last column: Löwdin spin population.
Geometry (Å):
1 H -0.6349 1.1616 -0.3942  0.001
2 C 2.5460 2.9113 -2.1246  0.000
3 H 6.6780 -1.2721 1.1697  0.000
4 C 1.1445 3.2487 -0.2204  0.000
5 H -0.6868 -0.2980 -2.4909  -0.001
6 H -2.5842 1.6313 4.2919  0.000
7 C 0.6237 -2.7650 0.4023  0.002
8 H 2.1099 6.2173 -1.5333  0.000
9 H 0.5637 2.8655 0.6108  0.000
10 H -3.4272 2.5520 -0.4807  0.001
11 H -4.1706 0.0136 -0.4196  0.001
12 C 0.8181 -2.8313 1.9238  0.007
13 C 0.7816 -1.4566 -5.5740  0.001
14 O -4.2390 -0.3342 4.6332  0.001
15 C 5.1691 0.2540 1.1222  0.000
16 Ir -1.5293 -0.9644 1.3095  0.679
17 C -1.1501 -0.5498 -1.5272  0.000
18 C 3.9380 0.6398 0.6163  0.000
19 C 3.2237 -0.1989 -0.2347  -0.002
20 H -2.0683 1.1596 -3.4930  0.000
21 H 2.5728 -1.5396 -4.3893  0.000
22 H 2.8652 -0.9873 2.7909  0.000
23 H -1.3541 -4.6099 -0.4683  0.001
24 H -0.5603 3.5557 2.7846  0.000
25 C 5.7232 -0.9685 0.7607  0.000
26 H -1.0277 -1.0891 -6.6646  0.000
27 H 3.2915 4.6802 -3.0775  0.000
28 C -0.5051 0.5710 -5.4121  0.001
29 H 5.5046 -2.7157 -0.4643  0.000
30 H 1.0508 -3.6910 -0.0029  0.000
31 H -1.9336 -2.5495 -1.7638  0.000
32 H -1.5009 -4.1086 1.2382  0.000
33 H 0.2303 -3.6606 -2.2889  0.000
34 C -1.0038 -2.0902 -1.4341  0.001
35 C -3.3611 1.7646 0.2677  0.003
36 H -3.8187 1.7177 3.0493  0.000
37 H 2.4006 0.6212 3.3312  0.000
38 H -3.3492 1.9449 -2.5738  0.000
39 C 1.4762 0.2946 -4.1045  0.012
40 H -3.0817 -1.1748 -3.3514  0.000
41 H 1.7878 -2.4609 4.5840  0.000
42 H 0.4868 -3.8090 2.2775  0.001
43 C 0.0673 -2.5866 -2.3989  0.001
44 H -3.8930 -1.6222 -1.8491  0.000
45 C -2.9329 1.1692 3.3683  0.000
46 C 1.2518 -1.5376 4.8141  0.002
47 H -4.3012 1.7398 0.8191  0.000
48 O -3.3628 -2.2221 0.4206  0.079
49 C 5.0549 -1.7860 -0.1394  0.000
50 H -0.8599 2.8827 4.3957  0.000
51 H -1.6525 2.0685 -2.0473  0.000
52 H -4.4358 -0.2024 -2.7613  0.000
53 H 1.9123 -0.9087 5.4133  0.000
54 H 0.2836 0.7954 4.7762  0.000
55 H -0.2613 -2.3958 -3.4166  0.000
56 C -0.3865 0.1017 -0.3561  -0.013
57 H -2.7347 -0.1825 0.3860  0.039
58 C -3.5589 -0.7772 -2.4540  0.000
59 C 2.6853 4.2839 -2.2728  0.000
60 Ge 1.5309 0.3873 -1.1108  -0.010
61 H 1.0199 -2.0719 -2.2559  0.000
62 C 1.6993 -0.9554 -4.6528  0.001
63 C -3.0845 -3.3792 -0.0222  0.006
64 H -1.3261 2.3737 0.7010  0.000
65 N -3.2505 0.4454 -0.3761  0.056
66 H 0.7407 5.2879 0.3089  0.000
67 H 0.1456 1.2680 2.0001  0.002
68 C -0.5137 1.3704 2.8622  0.004
69 C -2.4028 1.4078 -2.4901  0.001
70 H 0.3759 -1.7889 5.4167  0.000
71 H -1.3410 1.1815 -5.7358  0.000
72 H 1.8941 -2.7659 2.0949  0.001
73 H 5.7047 0.9031 1.8036  0.000
74 H -1.0638 -0.1917 4.2641  0.000
75 C -0.2870 2.7567 3.4765  0.001
76 H 0.2720 2.0787 -4.0828  0.000
77 C 2.0251 5.1458 -1.4058  0.000
78 C 1.7720 2.3674 -1.0972  -0.002
79 H -2.5817 3.1093 1.6829  0.000
80 H 3.5188 1.5998 0.8972  0.000
81 C 2.0429 -0.2715 2.8151  0.000
82 H 3.0331 2.2427 -2.8262  0.000
83 C -3.4002 -0.2616 3.7513  0.002
84 H 0.9388 -2.4354 -6.0124  0.000
85 N -0.7770 -2.5947 -0.0365  0.021
86 O -2.8241 -1.2088 3.1267  0.024
87 H 1.1927 -1.9261 0.0182  0.000
88 C -0.3212 -0.6981 -5.9433  -0.001
89 C -2.2342 2.1627 1.2538  0.001
90 C 3.8153 -1.3996 -0.6313  0.000
91 C 1.2590 4.6255 -0.3739  0.000
92 C -0.1521 0.2889 3.9117  0.001
93 C -2.5764 0.1138 -1.6967  0.001
94 N 0.1052 -1.7923 2.6620  0.077
95 H 3.3043 -2.0353 -1.3474  0.000
96 O -3.8214 -4.1326 -0.6477  0.007
97 C -1.6071 -3.7828 0.2023  0.001
98 C 0.4048 1.0788 -4.4831  0.001
99 H -0.5933 -2.2324 3.2561  0.000
100 C 0.8258 -0.8277 3.5210  0.001
101 N -1.9007 1.1931 2.3224  -0.007
102 H 0.7708 2.8731 3.7141  0.000
103 H 1.7921 -0.0089 1.7919  0.000

=====

(2)
Here is a molecular structure, C39H55As3FN3O3PS2Sn from OMol25. Energies are from ωB97M-V/def2-TZVPD.

As for the LUMO energy: -3.44 eV. The gap between HOMO and LUMO comes out at 0.2017 hartree. The charge is +1. The calculation puts the HOMO energy at -8.93 eV. The calculation puts the energy above the lowest of the compared OMol25 structures with the same formula, charge and spin at 20.5 kcal/mol.

Last column: Mulliken charge in e.
Geometry (Å):
1 C 15.8749 -21.9789 -8.3189  -0.526
2 H 7.7533 -13.4453 3.5017  0.371
3 H 15.1892 -19.3524 -6.1259  0.271
4 C 15.1635 -16.7944 -3.9226  -0.821
5 H 12.2087 -22.5088 -8.9116  0.164
6 C 7.2150 -14.4278 0.5128  -0.869
7 H 6.8874 -14.7991 4.2837  0.400
8 C 6.3515 -14.7791 -1.8466  -2.214
9 H 6.6037 -17.8481 -0.8953  0.489
10 H 7.5322 -15.4426 0.2601  0.078
11 As 7.2281 -16.2837 -2.7638  1.049
12 H 9.7149 -22.3741 -10.4480  0.324
13 H 16.7903 -21.3446 -8.3989  0.320
14 C 13.6420 -20.9024 -8.7259  -1.260
15 H 9.8528 -12.6005 -3.8738  0.368
16 C 5.8653 -12.6180 -0.5982  -2.188
17 C 9.6389 -22.6668 -8.3325  -0.906
18 H 8.0491 -22.3411 -9.9056  0.328
19 C 14.7821 -18.6667 -5.3748  -0.792
20 H 4.9884 -12.9908 -0.0592  0.532
21 C 16.3736 -22.3430 -10.9042  -0.852
22 H 15.6285 -24.2464 -8.2693  0.391
23 C 9.0742 -19.1581 -7.1467  -0.438
24 H 16.4977 -17.3495 -5.5647  0.311
25 C 13.2722 -21.7676 -0.8576  -0.587
26 C 9.0470 -22.8054 -9.7497  -1.048
27 C 15.5302 -17.5622 -5.0120  -0.432
28 H 11.1528 -21.3432 -3.9916  0.266
29 H 11.4721 -13.4294 -3.4532  0.333
30 H 4.7817 -16.8290 -2.5896  0.368
31 H 13.0773 -17.8909 -7.4060  0.785
32 Sn 9.3368 -16.2773 -4.9976  0.511
33 C 10.5594 -14.3243 -0.3199  -1.396
34 H 5.1965 -16.0781 -4.2869  0.359
35 H 16.9485 -24.4138 -10.4048  0.376
36 H 4.7612 -16.6026 2.9836  0.415
37 H 13.1808 -23.8740 -1.2291  0.363
38 H 14.3192 -21.9869 -11.2520  0.333
39 H 15.5301 -22.0353 -7.2978  0.448
40 C 11.4649 -19.3336 -7.8119  0.724
41 H 10.6690 -12.1100 -2.3170  0.360
42 H 5.4707 -12.1811 -1.5315  0.465
43 H 9.0870 -23.0881 -7.5346  0.501
44 H 6.3644 -11.8333 -0.0136  0.446
45 C 16.2997 -23.4842 -8.7294  -0.938
46 H 12.8209 -19.6111 -5.2783  0.313
47 H 5.6537 -17.7449 -4.0746  0.428
48 C 10.5150 -12.9636 -3.0615  -1.237
49 P 11.6205 -18.5635 -2.7294  1.091
50 C 8.1865 -13.0630 -1.4576  -1.921
51 H 13.9795 -21.7442 -0.0556  0.401
52 H 6.2877 -17.0351 2.3218  0.303
53 H 15.7117 -15.9421 -3.5414  0.439
54 C 15.1347 -21.5664 -10.6147  -0.525
55 O 10.6224 -17.3423 -6.8924  -0.982
56 C 11.6948 -21.4467 -3.0588  0.138
57 C 12.0545 -22.6909 -2.6748  -0.626
58 C 7.3457 -14.4120 3.3512  -1.271
59 H 7.9389 -12.5620 -2.4097  0.432
60 C 10.3620 -18.5163 -7.3393  1.336
61 O 7.9322 -17.2514 -6.1314  -0.479
62 H 15.3576 -24.1919 -10.4748  0.390
63 S 11.4665 -17.4933 -1.0498  -0.490
64 H 11.7451 -23.5403 -3.3075  0.339
65 As 9.5704 -14.3219 -1.9695  0.879
66 C 5.4288 -16.3510 2.1310  -1.096
67 C 13.7881 -19.5612 -8.3879  0.467
68 H 8.9799 -23.8837 -10.0506  0.373
69 H 17.2512 -21.9555 -10.4914  0.411
70 H 8.1444 -15.1172 3.1474  0.359
71 S 10.0248 -18.6251 -4.0406  -0.346
72 C 12.8742 -20.4859 -1.2531  -0.578
73 H 5.8895 -14.3463 -2.7558  0.485
74 C 12.0063 -20.3090 -2.3571  0.189
75 N 9.9360 -21.2537 -7.9947  0.333
76 C 11.2576 -20.7105 -8.1339  0.897
77 F 15.0625 -19.1561 -8.6501  -0.483
78 O 6.7082 -18.9769 -6.6941  -0.653
79 As 5.8678 -14.4449 1.9889  0.265
80 C 5.4865 -16.8330 -3.5054  -1.351
81 C 12.3540 -21.4527 -8.5654  -0.955
82 H 11.6165 -14.5412 -0.4827  0.411
83 C 7.5191 -17.7750 -1.4433  -1.141
84 C 13.1300 -18.1317 -3.6885  0.436
85 H 15.2748 -20.5464 -10.8547  0.374
86 H 13.1267 -19.5190 -0.7425  0.257
87 H 9.9889 -15.0747 0.2259  0.312
88 N 16.2283 -23.6846 -10.2185  -0.145
89 N 14.7560 -21.6678 -9.2073  0.772
90 H 10.5957 -23.1583 -8.3098  0.290
91 H 8.1890 -13.9854 0.9149  0.319
92 C 12.7773 -22.9268 -1.5673  -0.525
93 H 8.2766 -17.4992 -0.6867  0.191
94 C 13.5006 -18.8590 -4.8267  -0.017
95 H 10.5376 -13.4173 0.2913  0.421
96 H 7.9320 -20.8936 -7.3454  0.554
97 H 17.3423 -23.6659 -8.4422  0.408
98 H 13.7598 -16.6818 -2.2593  0.396
99 H 4.8980 -16.6680 1.2193  0.283
100 H 5.4565 -15.1843 -1.4566  0.591
101 C 6.8787 -13.6976 -0.8653  2.397
102 H 16.5363 -22.5485 -11.9433  0.417
103 C 14.0057 -17.1938 -3.1737  -0.494
104 C 8.9518 -20.4558 -7.4723  -0.212
105 H 8.5349 -12.2910 -0.7606  0.595
106 C 12.7921 -18.8040 -7.8812  -1.073
107 H 7.7058 -18.6960 -1.9707  0.396
108 C 7.7826 -18.4447 -6.6182  0.329

=====

no.,electronic energy (Eh)
1,-4219.51763
2,-10068.03770